Entry 1:
52
Properties=species:S:1:pos:R:3:lowdin_charge:R:1 method="wB97M-V/def2-TZVPD" total_charge=-2 lumo_ev=4.16 e_above_lowest_ev=0.9308 homo_ha=-0.007
Ba 0.60577 1.82396 -1.43758 1.845
O -0.09350 4.16187 -2.50136 -0.659
H -0.79745 4.62600 -2.03557 -0.176
O 2.61228 2.00237 -3.44508 -0.668
H 3.40047 1.59562 -3.05788 -0.217
O -0.52103 1.02675 -3.59282 -0.694
H -1.32066 0.66081 -3.19942 -0.191
As -3.02367 0.95183 -0.12301 0.778
F -3.75923 -0.62435 0.20699 -0.271
F -3.88357 1.29152 -1.58359 -0.225
F -2.09682 2.49426 -0.37379 -0.333
F -2.02634 0.76283 1.33122 -0.290
F -1.69889 0.14499 -0.90972 -0.324
F -4.22838 1.75986 0.77478 -0.246
C 0.36202 2.52076 2.02546 -0.353
O 1.04522 1.96049 1.18553 -0.181
N -0.02031 3.81455 1.98426 -0.172
C -0.85774 4.38877 3.01940 -0.070
C -0.04389 4.58662 0.73375 -0.059
H 0.18630 2.12108 3.03922 0.136
H -0.77458 5.46900 3.03497 0.080
H -0.76238 3.89519 3.99001 0.077
H -1.90392 4.11391 2.81856 0.095
H 0.67256 4.22745 -0.00039 0.035
H -1.03710 4.67528 0.30099 0.085
H 0.32888 5.57688 1.01492 0.087
C 1.95893 -1.87192 3.30359 -0.064
C 1.67669 -1.42656 1.84104 -0.281
O 1.67206 -2.59752 1.02717 -0.167
P 1.33046 -2.38618 -0.51617 0.409
O 1.33577 -0.97491 -0.93004 -0.291
O 2.41818 -3.28127 -1.23203 -0.159
C 2.50472 -3.25239 -2.66407 -0.252
C 1.18570 -3.54075 -3.37587 -0.084
O -0.03550 -3.21036 -0.68304 -0.194
C -1.24413 -2.66832 -0.09414 -0.246
C -1.89993 -3.84215 0.64035 -0.065
H 2.15160 -0.95758 3.86230 0.069
H 1.05288 -2.41408 3.56831 0.069
H 2.85380 -2.48924 3.34427 0.067
H 0.73430 -0.87872 1.83330 0.105
H 2.44178 -0.69699 1.57272 0.115
H 2.77700 -2.25729 -3.02325 0.125
H 3.27478 -3.93010 -3.02618 0.108
H 0.79115 -4.53704 -3.15211 0.072
H 0.46284 -2.77082 -3.11372 0.075
H 1.30747 -3.58204 -4.45981 0.079
H -1.01527 -1.88878 0.63361 0.098
H -1.89280 -2.25741 -0.85689 0.111
H -1.28678 -4.20107 1.46285 0.069
H -2.88866 -3.46126 0.91532 0.074
H -2.03106 -4.65354 -0.07735 0.070

---

Entry 2:
9
Properties=species:S:1:pos:R:3:lowdin_charge:R:1 method="wB97M-V/def2-TZVPD" total_charge=0 lumo_ev=0.42 e_above_lowest_ev=1.5225 homo_ha=-0.328 smiles=OBCS
B -0.48756 -0.50428 -0.60224 -0.397
C 0.28150 0.72893 0.16804 -0.329
O -1.78484 -0.29272 -0.66194 0.113
S 2.21314 0.40427 0.88065 0.522
H -0.08423 -1.54973 -1.03524 0.081
H -0.32013 0.80528 1.06796 0.024
H 0.45278 1.85039 -0.13951 0.075
H -2.23464 -1.05255 -1.06986 0.111
H 2.37365 1.74337 0.86707 -0.201